Below is a 4-piece molecular cluster, C22H41FN3O4S overall, with properties calculated with ωB97M-V with the def2-TZVPD basis set.

For the total energy, the calculation gives -49685.1968 eV. Its charge is +1. As for the largest force on an atom: 0.00703 Eh/bohr.

Structure (XYZ):
```
72
C22H41FN3O4S ωB97M-V with the def2-TZVPD basis set
C 1.335 -2.955 0.685
N 1.045 -2.407 -0.650
C 0.233 -1.226 -0.604
N 1.138 -0.055 -0.320
C 1.869 0.423 -1.538
C 3.087 1.226 -1.102
C 4.240 0.278 -0.667
C 4.364 0.179 0.823
O 3.483 -0.169 1.547
F 5.555 0.502 1.315
C 2.680 2.322 -0.090
C 1.546 2.028 0.913
C 0.467 1.095 0.382
N -0.429 1.717 -0.573
C -1.558 2.033 -0.266
S -2.994 2.415 0.163
H 2.031 -2.311 1.227
H 0.432 -3.077 1.295
H 1.829 -3.917 0.567
H 0.544 -3.110 -1.179
H -0.225 -1.045 -1.576
H -0.546 -1.240 0.169
H 1.858 -0.385 0.346
H 1.178 1.029 -2.121
H 2.145 -0.455 -2.120
H 3.440 1.776 -1.976
H 4.012 -0.750 -0.974
H 5.182 0.539 -1.145
H 2.383 3.176 -0.699
H 3.553 2.658 0.477
H 1.925 1.604 1.844
H 1.055 2.968 1.170
H -0.101 0.648 1.203
C 4.420 5.467 -4.365
C 3.245 6.299 -3.855
C 2.470 5.273 -3.042
O 3.446 4.361 -2.517
C 4.708 4.576 -3.166
H 5.282 6.063 -4.658
H 4.114 4.865 -5.223
H 3.603 7.103 -3.209
H 2.645 6.741 -4.648
H 1.766 4.718 -3.671
H 1.919 5.712 -2.209
H 5.389 5.065 -2.462
H 5.130 3.608 -3.441
C -6.624 -1.803 -0.536
C -5.380 -0.959 -0.824
C -4.934 -0.595 0.587
O -5.310 -1.681 1.419
C -6.190 -2.561 0.713
H -6.898 -2.467 -1.353
H -7.478 -1.160 -0.316
H -4.622 -1.570 -1.319
H -5.573 -0.085 -1.444
H -5.433 0.318 0.932
H -3.854 -0.453 0.681
H -5.645 -3.474 0.445
H -7.015 -2.832 1.371
C -1.855 -4.731 4.693
C -3.253 -4.255 4.305
C -2.958 -3.382 3.093
O -1.800 -3.951 2.463
C -1.207 -4.924 3.328
H -1.852 -5.642 5.290
H -1.333 -3.954 5.255
H -3.874 -5.105 4.016
H -3.766 -3.712 5.097
H -2.725 -2.354 3.394
H -3.775 -3.345 2.376
H -1.409 -5.924 2.932
H -0.127 -4.771 3.341
```